(1)
Below is a cluster of 2 separate species, C4H9N2 in total in a non-equilibrium geometry, with properties calculated with ωB97M-V with the def2-TZVPD basis set.

Atoms and positions in Å:
C1 -0.413 -0.321 0.707
C2 -1.223 -1.276 -0.162
C3 -1.106 0.670 1.551
C4 2.126 0.722 -1.589
N1 1.026 -0.626 0.903
N2 0.832 0.202 0.040
H1 -0.850 -2.230 -0.101
H2 -1.095 -0.897 -1.127
H3 -2.214 -1.240 0.215
H4 -1.230 0.363 2.607
H5 -2.072 0.813 1.068
H6 -0.498 1.604 1.374
H7 1.545 0.488 -2.476
H8 2.769 -0.021 -1.216
H9 2.403 1.750 -1.793

Output
LUMO level (spin up / spin down) (eV): -6.56 / -6.56
Calculated total energy (Eh): -266.871208
Maximum force (eV/Å): 3.1
E_HOMO (spin up / spin down) (hartree): -0.5581 / -0.5581
Relative energy (zero: lowest compared OMol25 entry of this formula, charge and spin) (kJ/mol): 598.8
Charge: +1
Gap between HOMO and LUMO (spin up / spin down) (eV): 8.62 / 8.63

***

(2)
Below is the ion C4H9N2 with charge +1 in a non-equilibrium geometry, with properties calculated with ωB97M-V with the def2-TZVPD basis set.

Atoms and positions in Å:
C1 -0.362 1.641 -0.194
C2 -0.546 0.409 0.522
N1 -1.786 -0.255 0.109
C3 -1.217 -1.447 -0.174
N2 0.101 -0.858 0.061
C4 1.464 -1.277 0.194
H1 -0.586 1.344 -1.223
H2 0.663 2.006 -0.104
H3 -0.911 2.524 0.127
H4 -0.422 0.435 1.709
H5 -2.675 0.169 0.052
H6 -1.628 -2.293 -0.764
H7 2.108 -0.416 -0.038
H8 1.858 -1.670 1.111
H9 1.797 -1.908 -0.518

Output
LUMO level (eV): -4.64
SMILES: C[C@H]1[NH+]=CN1C
Calculated total energy (Eh): -266.991527
Maximum force (eV/Å): 5.6
E_HOMO (hartree): -0.5424
Relative energy (zero: lowest compared OMol25 entry of this formula, charge and spin) (kJ/mol): 282.9
Charge: +1
Gap between HOMO and LUMO (eV): 10.12

***

(3)
Below is the ion C4H9N2 with charge +1 in a non-equilibrium geometry, with properties calculated with ωB97M-V with the def2-TZVPD basis set.

Atoms and positions in Å:
H1 2.104 0.271 -1.813
N1 1.216 0.067 -1.368
C1 1.093 0.357 -0.159
C2 1.996 0.955 0.849
N2 -0.214 0.007 0.327
C3 -1.050 -0.513 -0.494
C4 -2.401 -0.912 -0.152
H2 2.233 0.220 1.619
H3 1.526 1.810 1.332
H4 2.925 1.281 0.386
H5 -0.438 0.189 1.304
H6 -0.681 -0.644 -1.510
H7 -2.658 -0.759 0.895
H8 -2.548 -1.959 -0.425
H9 -3.104 -0.371 -0.791

Output
LUMO level (eV): -5.05
SMILES: [H]/N=C(C)/[NH+]=C/C
Calculated total energy (Eh): -267.057941
Maximum force (eV/Å): 1.2
E_HOMO (hartree): -0.5616
Relative energy (zero: lowest compared OMol25 entry of this formula, charge and spin) (kJ/mol): 108.5
Charge: +1
Gap between HOMO and LUMO (eV): 10.23

***

(4)
Below is a cluster of 2 separate species, C4H9N2 in total in a non-equilibrium geometry, with properties calculated with ωB97M-V with the def2-TZVPD basis set.

Atoms and positions in Å:
C1 -3.559 0.563 -0.076
C2 -2.456 0.206 0.229
C3 0.158 0.685 -0.029
C4 -0.479 -0.531 0.467
N1 -0.011 -1.719 -0.174
N2 1.707 0.589 0.020
H1 -4.564 0.703 -0.076
H2 -0.273 1.647 0.378
H3 0.082 0.680 -1.096
H4 -0.382 -0.741 1.558
H5 -0.353 -2.563 0.323
H6 -0.197 -1.815 -1.162
H7 2.095 1.458 -0.367
H8 1.827 -0.193 -0.580
H9 2.287 0.370 0.815

Output
LUMO level (eV): -3.90
Calculated total energy (Eh): -266.898125
Maximum force (eV/Å): 4.7
E_HOMO (hartree): -0.4947
Relative energy (zero: lowest compared OMol25 entry of this formula, charge and spin) (kJ/mol): 528.1
Charge: +1
Gap between HOMO and LUMO (eV): 9.56

***

(5)
Below is a cluster of 2 separate species, C4H9N2 in total in a non-equilibrium geometry, with properties calculated with ωB97M-V with the def2-TZVPD basis set.

Atoms and positions in Å:
C1 0.960 -1.612 0.136
C2 1.755 -0.481 -0.270
C3 1.424 0.823 -0.252
C4 1.072 2.062 -0.191
N1 -2.171 0.300 0.109
N2 -0.323 -1.545 0.501
H1 2.818 -0.714 -0.564
H2 1.670 -2.493 0.136
H3 1.239 2.913 0.501
H4 -2.943 -0.123 0.582
H5 0.521 2.259 -1.103
H6 -1.872 1.288 0.287
H7 -2.463 0.311 -0.831
H8 -0.921 -2.350 0.528
H9 -0.766 -0.639 0.431

Output
LUMO level (eV): -5.15
Calculated total energy (Eh): -266.995274
Maximum force (eV/Å): 4.5
E_HOMO (hartree): -0.5351
Relative energy (zero: lowest compared OMol25 entry of this formula, charge and spin) (kJ/mol): 273.1
Charge: +1
Gap between HOMO and LUMO (eV): 9.41

***

(6)
Below is a structure of composition C4H9N2 in a non-equilibrium geometry, with properties calculated with ωB97M-V with the def2-TZVPD basis set.

Atoms and positions in Å:
C1 2.377 0.252 0.129
C2 -1.225 -0.120 0.542
C3 -0.291 -1.207 0.605
C4 -0.990 1.339 0.111
N1 1.510 -0.697 -0.032
N2 -1.216 -1.115 -0.570
H1 2.224 1.364 0.224
H2 3.369 -0.164 0.154
H3 -2.209 -0.140 1.026
H4 -0.413 1.686 0.960
H5 -2.007 1.713 -0.184
H6 -0.227 1.413 -0.677
H7 1.768 -1.637 0.034
H8 -1.888 -1.812 -0.849
H9 -0.783 -0.875 -1.473

Output
LUMO level (eV): -4.55
Calculated total energy (Eh): -266.874497
Maximum force (eV/Å): 4.3
E_HOMO (hartree): -0.5008
Relative energy (zero: lowest compared OMol25 entry of this formula, charge and spin) (kJ/mol): 590.2
Charge: +1
Gap between HOMO and LUMO (eV): 9.08

***

(7)
Below is a cluster of 2 separate species, C4H9N2 in total in a non-equilibrium geometry, with properties calculated with ωB97M-V with the def2-TZVPD basis set.

Atoms and positions in Å:
C1 -1.976 1.175 -0.605
C2 1.063 -0.668 -0.372
C3 3.457 -0.035 0.439
C4 -1.989 -0.903 0.553
N1 2.119 -0.308 -0.109
N2 -1.368 0.114 -0.277
H1 -1.381 1.807 -1.251
H2 -2.828 1.672 -0.130
H3 -0.437 -0.531 -0.594
H4 4.146 -0.826 -0.001
H5 3.618 0.968 0.028
H6 3.380 -0.048 1.545
H7 -2.991 -0.686 0.821
H8 -1.913 -1.782 -0.078
H9 -1.349 -1.126 1.345

Output
LUMO level (eV): -4.05
Calculated total energy (Eh): -266.975190
Maximum force (eV/Å): 2.7
E_HOMO (hartree): -0.5836
Relative energy (zero: lowest compared OMol25 entry of this formula, charge and spin) (kJ/mol): 325.8
Charge: +1
Gap between HOMO and LUMO (eV): 11.83

***

(8)
Below is a cluster of 2 separate species, C4H9N2 in total in a non-equilibrium geometry, with properties calculated with ωB97M-V with the def2-TZVPD basis set.

Atoms and positions in Å:
C1 -3.061 -0.045 -0.034
C2 0.885 1.241 0.451
C3 1.033 0.061 -0.416
C4 1.075 -1.315 0.177
N1 -4.155 -0.312 0.216
N2 -0.241 0.804 -0.399
H1 1.342 2.186 0.202
H2 0.739 1.095 1.514
H3 1.594 0.168 -1.339
H4 0.517 -1.366 1.109
H5 2.114 -1.562 0.385
H6 0.688 -2.056 -0.515
H7 -5.110 -0.538 0.399
H8 -1.146 0.389 -0.034
H9 -0.459 1.380 -1.212

Output
LUMO level (spin up / spin down) (eV): -3.02 / -8.29
Calculated total energy (Eh): -266.766000
Maximum force (eV/Å): 5.3
E_HOMO (spin up / spin down) (hartree): -0.3463 / -0.5948
<S²>: 2.0129
Multiplicity: 3
Relative energy (zero: lowest compared OMol25 entry of this formula, charge and spin) (kJ/mol): 423.3
Charge: +1
Gap between HOMO and LUMO (spin up / spin down) (eV): 6.40 / 7.90